[1]
Entry from the Open Molecules 2025 dataset: a structure of composition C16H23BN7Pt (ωB97M-V/def2-TZVPD).

```
48
Properties=species:S:1:pos:R:3:lowdin_charge:R:1
Pt 0.400 1.464 -1.026 1.198
C 3.251 2.711 1.202 -0.020
C 2.572 1.406 1.419 -0.324
C 2.888 0.363 2.295 0.038
C 1.949 -0.629 2.069 -0.256
C 1.810 -1.952 2.738 -0.007
N 1.110 -0.200 1.104 0.034
N 1.504 1.052 0.720 -0.069
B -0.214 -0.865 0.587 -0.479
N -0.271 -1.247 -0.931 0.033
N -0.310 -0.309 -1.927 -0.067
C -0.493 -0.915 -3.090 -0.324
C -0.547 -0.154 -4.365 -0.021
C -0.587 -2.292 -2.857 0.038
C -0.443 -2.463 -1.492 -0.256
C -0.477 -3.724 -0.701 -0.007
N -1.335 0.179 0.816 0.031
N -1.216 1.342 0.145 -0.121
C -2.244 2.130 0.442 -0.301
C -2.382 3.487 -0.154 -0.013
C -3.062 1.442 1.344 0.045
C -2.456 0.213 1.558 -0.244
C -2.878 -0.923 2.420 -0.001
H 3.839 2.985 2.075 0.087
H 2.521 3.499 1.015 0.080
H 3.930 2.663 0.349 0.079
H 3.692 0.333 3.010 0.120
H 2.622 -2.088 3.449 0.089
H 1.847 -2.768 2.016 0.085
H 0.866 -2.025 3.278 0.086
H -0.419 -1.842 1.229 0.115
H -0.700 0.908 -4.170 0.071
H -1.364 -0.508 -4.992 0.089
H 0.377 -0.276 -4.931 0.085
H -0.749 -3.067 -3.586 0.120
H -0.582 -4.573 -1.372 0.089
H -1.315 -3.732 -0.004 0.087
H 0.439 -3.856 -0.125 0.084
H -1.552 3.700 -0.831 0.062
H -2.390 4.251 0.623 0.091
H -3.310 3.571 -0.717 0.091
H -3.977 1.793 1.786 0.121
H -3.807 -0.676 2.929 0.089
H -2.123 -1.145 3.174 0.088
H -3.040 -1.825 1.829 0.089
N 2.917 1.521 -2.812 0.213
C 1.974 1.530 -2.150 -0.235
H 3.735 1.513 -3.387 0.120
```

Calculated values
highest occupied orbital energy = -0.4261 Ha
LUMO = -3.8 eV
total charge = +1
gap between HOMO and LUMO = 7.765 eV



[2]
Entry from the Open Molecules 2025 dataset: a structure of composition C16H23Cl2NNiO5 (ωB97M-V/def2-TZVPD).

```
48
Properties=species:S:1:pos:R:3:lowdin_charge:R:1
Ni 0.795 -0.305 0.407 0.214
C 2.858 -0.511 -1.656 -0.150
C 3.215 0.891 -1.225 -0.149
O 2.172 1.456 -0.398 -0.193
C 1.345 2.469 -1.035 -0.153
C 0.303 1.945 -1.972 -0.162
O -0.271 0.702 -1.516 -0.158
C -1.696 0.498 -1.538 -0.099
C -1.991 -0.547 -0.470 -0.342
O -1.245 -1.670 -0.892 -0.116
C -1.454 -2.962 -0.261 -0.136
C -0.638 -3.277 0.986 -0.168
O 0.627 -2.595 1.096 -0.156
C 1.760 -3.303 0.557 -0.159
C 2.227 -2.675 -0.717 -0.137
O 2.213 -1.225 -0.577 -0.202
H 3.816 -1.005 -1.894 0.132
H 2.216 -0.517 -2.566 0.142
H 3.357 1.511 -2.130 0.134
H 4.143 0.884 -0.621 0.139
H 1.991 3.190 -1.585 0.137
H 0.858 2.980 -0.202 0.129
H 0.727 1.780 -2.976 0.124
H -0.466 2.750 -2.064 0.143
H -1.984 0.066 -2.506 0.136
H -2.263 1.434 -1.346 0.137
H -3.088 -0.745 -0.449 0.115
H -1.619 -0.951 1.491 0.120
H -1.186 -3.672 -1.050 0.124
H -2.512 -3.092 -0.014 0.132
H -0.514 -4.378 1.001 0.128
H -1.199 -3.037 1.902 0.126
H 1.521 -4.340 0.306 0.130
H 2.559 -3.309 1.308 0.139
H 1.585 -2.983 -1.577 0.149
H 3.252 -3.027 -0.857 0.132
Cl -4.305 1.010 1.005 0.670
C -2.904 1.732 1.627 -0.697
C -3.002 3.111 1.917 -0.174
C -1.953 3.715 2.606 -0.146
C -0.804 2.914 2.876 -0.186
C -0.545 1.710 2.213 -0.531
Cl 1.009 0.799 2.451 0.742
C -1.620 1.070 1.583 -0.329
N -1.428 -0.162 0.866 0.021
H -3.875 3.612 1.454 0.089
H -1.952 4.771 2.892 0.085
H -0.034 3.287 3.551 0.075
```

Calculated values
highest occupied orbital energy (spin up / spin down) = -0.1116 / -0.2305 Ha
energy above the lowest of the compared OMol25 structures with the same formula, charge and spin = 0.00 kJ/mol
LUMO (spin up / spin down) = 0.3 / 0.3 eV
spin multiplicity = 3
gap between HOMO and LUMO (spin up / spin down) = 3.379 / 6.610 eV



[3]
Entry from the Open Molecules 2025 dataset: a structure of composition C16H23Cl3FOS (ωB97M-V/def2-TZVPD).

```
45
Properties=species:S:1:pos:R:3:lowdin_charge:R:1
C -3.363 3.049 1.824 -0.102
C -4.100 1.889 0.978 -0.369
C -4.767 2.452 -0.405 -0.074
C -3.115 0.688 0.529 -0.226
C -1.711 0.653 1.321 -0.333
S -0.869 -0.945 0.859 1.140
C 0.674 -0.994 1.938 -0.212
C 1.877 -1.401 0.964 -0.349
O 2.270 -2.603 1.034 0.071
C 2.584 -0.436 -0.086 -0.144
C 3.719 0.525 0.393 -0.031
C 4.437 1.442 -0.634 -0.093
C 4.012 1.375 -2.144 -0.192
C 2.823 0.413 -2.634 -0.203
C 2.100 -0.497 -1.576 -0.066
C -1.930 -2.428 1.261 -0.422
C -2.695 -2.839 -0.112 -0.061
F -1.060 -3.542 1.572 -0.061
H -4.118 3.913 1.901 0.098
H -2.398 3.426 1.346 0.084
H -3.097 2.709 2.886 0.081
H -4.885 1.411 1.671 0.139
H -4.042 3.242 -0.793 0.091
H -4.773 1.542 -1.117 0.082
H -5.810 2.838 -0.164 0.089
H -3.635 -0.318 0.707 0.100
H -2.848 0.715 -0.594 0.123
H -1.041 1.496 0.912 0.123
H -1.816 0.822 2.444 0.113
H 0.816 -0.004 2.485 0.120
H 0.480 -1.817 2.709 0.120
H 3.976 0.486 1.509 0.108
H 5.275 2.113 -0.246 0.103
H 4.568 2.029 -2.907 0.115
H 2.534 0.384 -3.733 0.108
H 1.265 -1.195 -1.938 0.108
H -2.655 -2.212 2.116 0.148
H -3.795 -2.968 0.165 0.101
H -2.636 -1.919 -0.808 0.073
H -2.229 -3.751 -0.614 0.112
C 6.084 -1.917 -2.534 -1.441
Cl 6.668 -1.898 -4.205 0.532
Cl 4.738 -0.769 -2.330 0.751
Cl 5.586 -3.551 -2.067 0.526
H 6.901 -1.608 -1.882 0.022
```

Calculated values
highest occupied orbital energy = -0.3983 Ha
LUMO = -3.3 eV
total charge = +1
gap between HOMO and LUMO = 7.526 eV